{
  "formula": "C72H180N12O24",
  "method": "ωB97M-V/def2-TZVPD",
  "symbols": ["N", "H", "O", "H", "C", "H", "H", "H", "H", "H", "H", "H", "H", "C", "H", "H", "H", "C", "C", "H", "H", "O", "H", "H", "H", "O", "C", "O", "H", "C", "O", "H", "H", "C", "C", "H", "O", "N", "C", "O", "H", "H", "C", "H", "C", "H", "C", "H", "C", "H", "H", "O", "H", "C", "H", "C", "H", "H", "C", "H", "H", "C", "H", "H", "H", "H", "C", "C", "C", "H", "H", "H", "H", "C", "H", "O", "H", "H", "H", "H", "H", "C", "H", "H", "H", "C", "H", "H", "H", "C", "H", "H", "H", "H", "H", "H", "H", "H", "C", "H", "C", "C", "H", "H", "C", "C", "H", "C", "C", "H", "C", "H", "O", "H", "H", "N", "C", "C", "H", "H", "H", "H", "N", "H", "H", "H", "H", "H", "H", "C", "C", "H", "C", "C", "H", "H", "H", "C", "H", "C", "C", "H", "H", "H", "C", "C", "H", "H", "H", "H", "H", "H", "H", "C", "H", "H", "N", "C", "H", "H", "H", "O", "H", "H", "O", "H", "O", "C", "H", "O", "N", "H", "H", "C", "H", "C", "C", "H", "H", "N", "H", "H", "H", "C", "H", "O", "C", "N", "H", "O", "H", "H", "H", "H", "H", "H", "H", "H", "H", "H", "O", "O", "H", "O", "H", "H", "H", "C", "C", "C", "H", "H", "H", "C", "C", "H", "C", "H", "H", "O", "C", "N", "H", "H", "N", "C", "H", "H", "H", "N", "C", "C", "C", "C", "C", "H", "H", "C", "H", "H", "H", "C", "H", "H", "N", "H", "C", "H", "H", "H", "H", "C", "O", "H", "H", "H", "H", "H", "H", "O", "C", "H", "H", "O", "H", "C", "H", "H", "H", "H", "H", "O", "H", "H", "H", "H", "H", "C", "H", "H", "H", "H", "C", "H", "H", "H", "H", "H"],
  "positions_angstrom": [[-2.409, -1.284, -7.738], [12.457, 20.873, -8.804], [13.946, 28.272, -1.616], [12.234, 19.701, 7.213], [4.641, 17.204, 2.570], [10.482, 23.008, 12.760], [10.532, 34.885, -4.234], [10.202, 16.081, -11.099], [21.163, 14.044, -12.356], [-0.130, 15.623, -4.995], [15.195, 26.655, -1.447], [22.134, 16.357, -11.341], [10.895, 10.846, -4.822], [-0.663, 18.028, -3.975], [8.432, 2.819, -19.885], [15.480, 9.418, -15.887], [7.222, 14.598, -13.278], [8.762, 19.743, -10.313], [9.723, 20.846, -9.735], [-0.741, 20.007, -2.990], [12.040, 23.834, 12.364], [12.075, 33.748, -3.362], [-1.372, 1.965, -7.185], [23.524, 16.879, -14.433], [10.372, 18.626, -10.347], [1.462, 15.514, -6.407], [1.972, 6.733, -2.208], [-1.801, 20.035, -4.873], [7.201, 4.068, -24.914], [7.228, 21.632, -0.681], [10.054, 8.494, -8.609], [14.985, 6.630, -13.469], [-3.536, -3.632, -7.281], [8.223, 4.385, -25.124], [3.325, 16.982, 1.881], [-5.023, 4.547, -0.857], [10.542, 20.257, -8.614], [17.320, 5.429, -14.547], [10.539, 20.259, 9.723], [15.025, -1.675, 1.250], [-1.263, 0.499, -6.178], [1.051, 13.408, -6.489], [1.137, 1.241, -7.664], [12.695, 20.150, 11.285], [13.693, 29.980, -3.301], [10.792, 1.873, -27.328], [6.394, 19.640, 0.189], [9.250, 21.734, -9.315], [13.952, 32.380, -2.815], [16.748, 5.481, -12.589], [-1.659, 21.949, -4.383], [-4.298, 6.143, -1.908], [11.180, 9.186, -6.527], [-0.529, 4.892, -0.195], [7.138, 16.329, -13.208], [16.156, 5.222, -15.372], [10.003, 34.246, -2.722], [16.053, 6.154, -15.928], [8.861, 3.492, -20.627], [26.691, 15.465, -15.835], [-6.238, 5.849, -2.650], [-4.509, -5.411, -8.995], [18.091, 5.778, -15.097], [6.125, 19.027, -0.672], [1.954, 14.063, -7.763], [11.278, 19.374, 11.951], [10.427, 13.208, -5.498], [19.728, 15.604, -12.218], [-2.464, 0.199, -7.825], [-4.955, -5.535, -8.008], [10.219, 16.661, -12.619], [14.005, 32.520, -3.895], [4.872, 14.699, 1.480], [14.140, 26.906, -1.335], [10.560, 8.073, -10.418], [25.238, 15.790, -14.300], [14.607, 33.045, -2.251], [1.551, 1.175, -6.658], [12.516, 14.669, -4.976], [8.907, 20.357, 8.368], [7.427, 19.375, 0.418], [16.429, 4.119, -16.394], [9.488, 5.930, -21.554], [14.703, -3.364, -0.239], [12.502, 14.412, -3.314], [21.053, 15.087, -12.652], [10.758, 0.794, -0.975], [-4.078, -1.591, -9.184], [8.030, 20.232, -10.955], [11.735, 20.346, 11.763], [11.076, 15.106, -3.959], [11.125, 10.646, -7.473], [15.843, 2.747, -18.550], [-0.507, 4.438, 0.795], [8.251, 2.684, -26.365], [10.863, 20.894, 13.698], [-2.731, 3.878, -0.090], [-2.509, 4.468, -1.852], [10.663, 34.036, -3.563], [23.293, 15.039, -14.538], [9.488, 16.428, -11.845], [20.042, 14.967, -9.933], [13.958, 30.722, -1.585], [25.163, 16.072, -16.416], [11.477, 23.279, 13.114], [-3.258, -3.528, -8.330], [0.203, 14.377, -7.600], [14.274, 28.632, -3.040], [-3.163, -2.015, -8.771], [8.168, 17.175, -10.337], [-5.580, 6.648, -2.307], [13.807, 27.931, -3.731], [-4.249, -4.078, -9.238], [15.905, 7.612, -12.321], [0.735, 6.537, 0.344], [10.195, 10.695, -5.534], [11.267, 20.049, 6.849], [1.492, 17.103, -4.552], [13.896, 26.903, -0.273], [15.837, 1.605, -17.166], [-1.463, 17.484, -4.478], [-2.530, -2.063, -9.657], [22.144, 16.024, -12.294], [7.948, 17.772, -11.826], [14.323, 2.194, -18.129], [1.800, 17.084, -3.506], [9.771, 14.064, -5.339], [10.325, 21.165, -10.587], [11.477, 19.790, 9.425], [9.821, 20.913, 8.575], [1.154, 14.324, -7.071], [4.315, 17.939, 3.305], [8.419, 5.726, -21.614], [7.921, 5.444, -22.978], [14.754, 7.884, -15.543], [-3.168, 21.161, -3.794], [2.632, 16.704, 2.675], [15.411, -2.712, 0.274], [4.966, 16.275, 3.037], [3.799, 14.702, 1.289], [10.524, 10.001, -6.833], [5.333, 17.229, 0.658], [15.913, -2.278, -0.591], [8.918, 7.497, -10.038], [16.988, 6.178, -13.392], [15.877, 7.245, -13.347], [8.913, 12.048, -6.571], [7.976, 5.211, -25.791], [9.074, 2.549, -24.779], [12.608, 29.891, -3.245], [13.865, 30.123, -4.368], [-3.327, 0.652, -7.337], [-2.323, -4.087, -8.364], [9.381, 9.390, -7.660], [12.588, -3.163, 0.629], [-1.834, 6.458, -0.787], [14.331, 30.950, -2.495], [9.632, 8.308, -9.896], [15.334, 28.668, -3.290], [15.356, 4.743, -14.807], [0.177, 18.017, -5.701], [11.525, -0.714, -2.378], [23.959, 14.858, -12.392], [9.505, 21.902, 8.908], [6.220, 21.103, 0.035], [19.399, 15.144, -9.071], [10.646, 21.157, 7.395], [-1.265, 0.880, -7.199], [24.246, 16.623, -12.128], [3.264, 15.978, 0.928], [8.883, 4.800, -23.839], [17.828, 6.701, -12.935], [6.948, 22.632, -1.011], [9.522, 12.021, -5.667], [1.842, 7.238, -3.165], [13.966, -2.191, 2.019], [0.733, 5.733, -0.392], [21.099, 15.140, -9.728], [1.846, 0.768, -8.343], [9.574, 18.745, -10.954], [8.749, 2.902, -21.536], [10.229, 33.130, -3.988], [6.951, 4.956, -23.078], [10.944, 2.518, -26.462], [-3.577, -5.966, -9.105], [12.404, 22.195, 13.270], [8.900, 3.185, -25.646], [-1.843, 5.578, -0.290], [2.836, 6.080, -2.338], [15.156, 3.529, -16.760], [8.164, 19.390, -9.473], [-5.223, -5.622, -9.791], [-5.383, 7.228, -3.208], [2.918, 17.908, 1.473], [8.487, 15.600, -14.094], [3.581, 13.893, 0.592], [11.403, 23.845, 14.043], [5.850, 19.582, 2.282], [9.318, 9.239, -10.367], [25.272, 14.465, -15.829], [16.278, 8.322, -14.194], [8.707, 15.269, -12.148], [14.202, -3.080, 2.603], [10.053, 3.565, -26.422], [13.994, -1.424, 2.792], [-1.437, -1.555, -7.745], [9.648, -0.411, -1.264], [15.293, 2.400, -17.676], [-2.458, 21.244, -4.617], [11.837, 20.883, 13.207], [18.948, 15.016, -12.701], [17.024, 3.304, -15.983], [-6.080, 7.368, -1.659], [23.609, 15.870, -12.594], [5.548, 19.159, 1.324], [4.510, 19.446, 1.157], [11.842, 19.996, -9.005], [7.862, 6.429, -23.440], [17.038, 4.378, -17.261], [11.247, 13.104, -4.350], [23.840, 15.884, -14.120], [5.594, 17.670, 1.529], [8.859, 10.172, -8.212], [-2.468, 0.485, -8.877], [10.941, 21.180, 10.839], [-4.240, 5.303, -0.806], [12.170, 19.239, -8.292], [-2.847, 21.569, -5.581], [10.922, 13.418, -6.446], [12.183, -0.994, 0.687], [0.948, 15.757, -5.093], [11.005, -1.179, -0.069], [-1.406, 19.393, -3.597], [-2.855, 4.662, -0.836], [12.469, 0.313, -2.724], [12.281, 33.002, -1.414], [20.057, 13.903, -10.167], [8.779, 17.562, -11.152], [3.282, 14.469, 2.220], [2.344, 7.547, -1.586], [10.964, -2.186, -0.483], [10.727, -0.267, -1.226], [11.893, -2.617, 2.111], [11.458, 21.951, 10.441], [0.564, 18.200, -4.786], [21.086, 15.101, -13.742], [12.487, 32.697, -2.440], [0.976, 2.272, -7.978], [1.207, 14.980, -4.374], [13.503, 26.164, -1.815], [13.131, 0.534, -1.887], [11.840, 14.360, -4.179], [0.738, 6.134, -1.751], [11.905, 1.211, -2.978], [11.907, 31.799, -2.652], [-2.218, 19.110, -2.927], [11.340, 20.256, 5.781], [1.593, 5.144, -0.075], [2.298, 17.418, -5.214], [-0.091, 0.559, -7.955], [25.621, 15.477, -15.625], [14.501, 9.087, -14.379], [12.046, 19.471, -9.938], [19.540, 15.959, -10.840], [10.563, 19.219, 6.799], [15.261, 8.727, -15.073], [8.139, 21.852, -0.124], [12.973, -0.716, 0.121], [10.152, -1.038, 0.596], [16.089, -3.408, 0.769], [11.979, 2.857, -26.501], [8.143, 4.745, -20.659], [19.546, 16.452, -12.879], [8.615, 8.925, -7.040], [12.914, -0.025, -3.660], [10.736, 1.873, -25.608], [12.557, 20.305, 13.786], [12.603, -2.332, 1.334], [9.668, 5.386, -24.083], [-0.378, 4.083, -0.909], [8.053, 6.734, -21.417], [7.474, 21.024, -1.552], [7.839, 15.495, -13.224], [9.882, 19.561, 10.242], [-0.421, 17.671, -2.974], [-4.428, 6.000, 0.011], [8.849, 12.108, -4.814], [9.932, 3.608, -20.459]],
  "mulliken_charge": [-0.371, 0.301, -0.308, 0.250, -0.651, 0.323, 0.257, 0.301, 0.228, 0.381, 0.305, 0.212, 0.281, -0.542, 0.276, 0.260, 0.242, -0.481, -0.704, 0.395, 0.224, -0.313, 0.432, 0.312, 0.180, -0.322, -0.830, -0.319, 0.434, -0.747, -0.307, 0.398, 0.392, -0.715, -0.691, 0.410, -0.360, -0.290, -0.371, -0.354, 0.314, 0.331, -0.744, 0.412, -0.532, 0.261, -0.512, 0.417, -0.593, 0.347, 0.292, -0.277, 0.430, -0.681, 0.307, -0.128, 0.297, 0.102, -0.594, 0.288, 0.315, -0.717, 0.291, 0.299, 0.264, 0.355, -0.374, -0.651, -0.549, 0.291, 0.426, 0.356, 0.282, -0.770, 0.228, -0.322, 0.270, 0.285, 0.303, 0.311, 0.349, -0.802, 0.351, 0.290, 0.288, -0.540, 0.384, 0.445, 0.376, -0.459, 0.321, 0.206, 0.300, 0.358, 0.329, 0.372, 0.358, 0.305, -0.737, 0.369, -0.648, -0.706, 0.238, 0.301, -0.676, -0.580, 0.291, -0.605, -0.650, 0.291, -0.801, 0.394, -0.276, 0.412, 0.360, -0.352, -0.795, -0.627, 0.254, 0.283, 0.267, 0.266, -0.176, 0.387, 0.260, 0.377, 0.374, 0.351, 0.326, -0.625, -0.794, 0.349, -0.635, -0.596, 0.287, 0.300, 0.427, -0.791, 0.393, -0.745, -0.540, 0.281, 0.296, 0.242, -0.928, -0.521, 0.312, 0.446, 0.270, 0.257, 0.359, 0.322, 0.348, -0.380, 0.304, 0.295, -0.339, -0.661, 0.325, 0.321, 0.255, -0.344, 0.262, 0.372, -0.311, 0.275, -0.368, -0.608, 0.389, -0.323, -0.295, 0.440, 0.259, -0.792, 0.268, -0.609, -0.616, 0.265, 0.237, -0.230, 0.177, 0.293, 0.359, -0.663, 0.294, -0.403, -0.551, -0.397, 0.310, -0.319, 0.327, 0.233, 0.260, 0.380, 0.304, 0.237, 0.266, 0.263, 0.312, 0.293, -0.336, -0.333, 0.403, -0.325, 0.301, 0.275, 0.376, -0.736, -0.740, -0.716, 0.370, 0.394, 0.294, -0.665, -0.367, 0.239, -0.817, 0.426, 0.392, -0.357, -0.508, -0.362, 0.277, 0.354, -0.306, -0.573, 0.283, 0.244, 0.332, -0.371, -0.530, -0.407, -0.721, -0.518, -0.662, 0.322, 0.302, -0.578, 0.344, 0.322, 0.314, -0.650, 0.392, 0.226, -0.379, 0.415, -0.294, 0.304, 0.445, 0.293, 0.274, -0.777, -0.260, 0.302, 0.271, 0.399, 0.305, 0.416, 0.340, -0.299, -0.748, 0.312, 0.371, -0.365, 0.356, -0.741, 0.290, 0.286, 0.232, 0.334, 0.227, -0.370, 0.399, 0.297, 0.242, 0.323, 0.346, -0.542, 0.225, 0.338, 0.361, 0.318, -0.714, 0.276, 0.395, 0.347, 0.337, 0.278],
  "e_lumo_ev": 0.4464,
  "largest_force_ev_per_a": 3.91,
  "de_lowest_kj_mol": 1208.7,
  "homo_ev": -8.49,
  "e_tot_ev": -144574.9952,
  "gap_ev": 8.9,
  "smiles": "COCCNCCOC.COCCNCCOC.COCCNCCOC.COCCNCCOC.COCCNCCOC.COCCNCCOC.COCCNCCOC.COCCNCCOC.COCCNCCOC.COCCNCCOC.COCCNCCOC.COCCNCCOC",
  "spin_multiplicity": 1
}